Arrangement 1

DFT (ωB97M-V/def2-TZVPD) results for an isolated molecule of C19H23N3O2S.

XYZ file:
```
48
Properties=species:S:1:pos:R:3:nbo_charge:R:1
C -7.659 -0.985 -0.332 -0.61
C -6.619 0.033 -0.794 -0.21
C -6.677 1.292 0.068 -0.61
C -5.204 -0.564 -0.832 -0.41
C -4.683 -1.003 0.526 -0.52
S -2.983 -1.655 0.400 0.29
C -2.082 -0.168 0.322 0.06
N -2.723 0.993 0.403 -0.50
C -2.029 2.120 0.351 0.26
N -0.728 2.260 0.222 -0.45
C -0.058 1.110 0.139 0.15
C -0.695 -0.148 0.185 0.18
O 0.187 -1.174 0.083 -0.40
C 1.406 -0.600 -0.034 0.49
N 2.513 -1.296 -0.155 -0.44
C 3.639 -0.599 -0.267 0.25
C 3.691 0.803 -0.246 -0.12
C 2.518 1.530 -0.109 -0.12
C 1.335 0.814 -0.007 -0.12
C 5.018 1.509 -0.327 -0.08
O 6.110 0.683 -0.638 -0.53
C 6.125 -0.581 0.021 0.27
C 7.413 -1.260 -0.444 -0.61
C 6.128 -0.436 1.547 -0.65
C 4.898 -1.389 -0.434 -0.47
H -7.594 -1.897 -0.920 0.21
H -8.660 -0.575 -0.448 0.21
H -7.519 -1.237 0.717 0.20
H -6.860 0.317 -1.825 0.20
H -7.626 1.803 -0.078 0.21
H -5.873 1.974 -0.197 0.21
H -6.588 1.047 1.123 0.20
H -4.523 0.190 -1.232 0.22
H -5.196 -1.421 -1.510 0.21
H -4.637 -0.172 1.225 0.25
H -5.265 -1.824 0.941 0.23
H -2.610 3.029 0.424 0.18
H 2.520 2.609 -0.083 0.23
H 4.994 2.264 -1.119 0.20
H 5.192 2.035 0.628 0.18
H 7.453 -1.263 -1.529 0.22
H 8.273 -0.713 -0.071 0.22
H 7.453 -2.283 -0.081 0.21
H 6.893 0.277 1.849 0.22
H 6.349 -1.397 2.004 0.22
H 5.162 -0.096 1.914 0.21
H 4.811 -2.326 0.114 0.23
H 5.009 -1.631 -1.495 0.23
```

The value obtained for the LUMO energy is -0.14 eV. The charge is 0. As for the SMILES: CC(C)CCSc1ncnc2c1oc1nc3c(cc12)COC(C)(C)C3. Its orbital gap is 8.502 eV.

=====

Arrangement 2

DFT (ωB97M-V/def2-TZVPD) results for an isolated molecule of C19H23N3O2S.

XYZ file:
```
48
Properties=species:S:1:pos:R:3:nbo_charge:R:1
C -6.056 3.229 -0.899 -0.62
C -5.712 1.795 -0.531 -0.21
N -6.907 1.111 -0.081 -0.59
C -7.032 -0.135 0.391 0.29
S -8.514 -0.718 0.856 -0.30
N -5.966 -0.969 0.513 -0.42
N -4.705 -0.693 0.165 -0.24
C -3.807 -1.586 0.331 0.05
C -2.430 -1.351 -0.027 -0.13
C -1.476 -2.347 0.177 -0.17
C -0.149 -2.151 -0.155 -0.27
C 0.258 -0.941 -0.711 0.31
O 1.521 -0.632 -1.105 -0.48
C 2.577 -1.531 -0.861 -0.10
C 3.018 -1.539 0.614 -0.10
O 3.685 -0.362 0.986 -0.51
C 4.960 -0.130 0.542 0.37
C 5.753 -1.051 -0.129 -0.33
C 7.044 -0.712 -0.507 -0.20
C 7.548 0.541 -0.224 -0.24
C 6.754 1.460 0.444 -0.18
C 5.465 1.147 0.833 -0.08
C 4.595 2.126 1.556 -0.62
C -0.695 0.063 -0.920 -0.25
C -2.011 -0.137 -0.584 -0.15
H -6.790 3.253 -1.701 0.21
H -6.460 3.758 -0.038 0.21
H -5.163 3.749 -1.234 0.22
H -5.294 1.270 -1.396 0.20
H -4.963 1.776 0.267 0.20
H -7.776 1.621 -0.135 0.42
H -6.199 -1.890 0.895 0.39
H -4.054 -2.568 0.752 0.16
H -1.776 -3.293 0.606 0.21
H 0.554 -2.951 0.022 0.21
H 3.397 -1.163 -1.483 0.21
H 2.317 -2.547 -1.181 0.18
H 2.136 -1.568 1.260 0.21
H 3.630 -2.428 0.813 0.18
H 5.386 -2.039 -0.362 0.21
H 7.649 -1.440 -1.027 0.21
H 8.551 0.805 -0.522 0.21
H 7.144 2.443 0.666 0.21
H 4.358 1.753 2.551 0.22
H 5.088 3.090 1.646 0.21
H 3.653 2.250 1.025 0.23
H -0.363 0.993 -1.352 0.23
H -2.743 0.637 -0.746 0.22
```

The value obtained for the LUMO energy is 0.30 eV. The charge is 0. As for the SMILES: CCNC(=S)N/N=C/c1ccc(OCCOc2ccccc2C)cc1. Its orbital gap is 8.087 eV.

=====

Ranked by calculated energy, most stable first: arrangement 1, arrangement 2.

=====

Arrangement 1

DFT (ωB97M-V/def2-TZVPD) results for a cluster of 2 separate species, C2H8N2O2 in total.

XYZ file:
```
14
Properties=species:S:1:pos:R:3:nbo_charge:R:1
N 0.521 1.378 0.199 -0.86
C 0.761 0.230 -0.686 -0.07
N 0.008 -0.913 -0.257 -0.63
C 0.605 -1.938 0.412 0.52
O 1.810 -2.057 0.560 -0.62
H 1.028 2.175 -0.169 0.37
H 0.866 1.227 1.143 0.37
H 1.793 -0.119 -0.655 0.21
H 0.468 0.533 -1.690 0.18
H -0.995 -0.924 -0.182 0.42
H -0.068 -2.690 0.848 0.12
O -2.405 0.855 0.474 -0.97
H -1.515 1.233 0.348 0.49
H -2.874 1.011 -0.347 0.46
```

The value obtained for the LUMO energy is 0.75 eV. The charge is 0. As for the SMILES: NCNC=O.O. Its orbital gap is 10.678 eV.

=====

Arrangement 2

DFT (ωB97M-V/def2-TZVPD) results for a cluster of 2 separate species, C2H8N2O2 in total.

XYZ file:
```
14
Properties=species:S:1:pos:R:3:nbo_charge:R:1
C -1.466 -0.141 -0.075 0.39
C 2.405 0.371 0.188 -0.46
N -0.747 -0.346 -1.194 -0.48
N 1.011 -0.033 0.248 -0.58
O -2.255 1.020 -0.050 -0.72
O -2.128 -1.243 0.467 -0.72
H -2.593 -1.695 -0.250 0.48
H -2.640 1.088 0.833 0.48
H -0.551 0.557 -1.627 0.35
H 0.988 -1.055 0.289 0.34
H -0.374 0.071 0.647 0.31
H 2.949 0.068 1.095 0.20
H 2.481 1.455 0.081 0.20
H 2.919 -0.117 -0.653 0.21
```

The value obtained for the LUMO energy (spin up / spin down) is -0.61 / -0.66 eV. The charge is 0. Its orbital gap (spin up / spin down) is 8.298 / 7.657 eV.

=====

Arrangement 3

DFT (ωB97M-V/def2-TZVPD) results for a cluster of 2 separate species, C2H8N2O2 in total.

XYZ file:
```
14
Properties=species:S:1:pos:R:3:nbo_charge:R:1
N -0.668 1.947 -0.431 -0.83
C 0.501 1.087 -0.496 -0.07
N 0.265 -0.259 0.004 -0.65
C 1.232 -0.860 0.753 0.53
O 2.371 -0.449 0.824 -0.62
H -1.516 1.545 -0.815 0.35
H -0.852 2.145 0.542 0.35
H 1.304 1.520 0.087 0.21
H 0.900 1.110 -1.515 0.18
H -0.699 -0.596 0.005 0.42
H 0.830 -1.751 1.265 0.11
O -2.453 -1.361 -0.259 -0.95
H -2.459 -2.105 -0.870 0.49
H -3.185 -0.771 -0.480 0.48
```

The value obtained for the LUMO energy is 0.25 eV. The charge is 0. As for the SMILES: NCNC=O.O. Its orbital gap is 9.615 eV.

=====

Ranked by calculated energy, most stable first: arrangement 1, arrangement 3, arrangement 2.